{"formula": "C3H7NO", "method": "ωB97M-V/def2-TZVPD", "elements": ["C", "O", "C", "C", "N", "H", "H", "H", "H", "H", "H", "H"], "xyz": [[-0.2906, 0.1602, 2.1365], [-0.1597, -0.5638, 0.8965], [1.0611, -0.7818, 0.5361], [-0.3479, 0.2357, -2.2082], [2.1439, -0.9863, 0.1696], [0.2393, -0.3658, 2.9324], [0.0959, 1.1736, 2.0160], [-1.3575, 0.1866, 2.3441], [-1.0147, -0.5392, -1.8225], [-0.2900, 0.1687, -3.2965], [-0.7284, 1.2169, -1.9143], [0.6485, 0.0952, -1.7898]], "nbo_charge": [-0.24, -0.48, 0.54, -0.86, -0.42, 0.20, 0.20, 0.21, 0.21, 0.22, 0.21, 0.22], "largest_force_ha_per_bohr": 0.0204, "de_lowest_kj_mol": 207.1, "smiles": "COC#N.C", "homo_lumo_gap_ev": 11.586, "homo_ev": -10.93, "mol_weight_g_mol": 73.1}

{"formula": "CH4FN", "method": "ωB97M-V/def2-TZVPD", "elements": ["C", "N", "F", "H", "H", "H", "H"], "xyz": [[-0.6981, -0.1833, 0.5807], [-1.3209, 0.6519, -0.2030], [-0.2429, -1.2170, -0.1691], [3.0832, -0.5743, 0.3247], [2.3309, -0.6831, 0.4855], [-1.7321, 1.4823, 0.1915], [-1.4200, 0.5236, -1.2104]], "nbo_charge": [0.50, -0.94, -0.36, -0.01, 0.00, 0.40, 0.42], "largest_force_ha_per_bohr": 0.0996, "de_lowest_kj_mol": 0.0, "multiplicity": 3, "homo_lumo_gap_ev": [7.276, 9.939], "homo_ev": [-6.05, -11.37], "mol_weight_g_mol": 49.0, "s_squared": 2.004}

{"formula": "C11H27NO8PS2", "method": "ωB97M-V/def2-TZVPD", "elements": ["C", "C", "O", "P", "O", "C", "C", "C", "S", "O", "O", "N", "S", "O", "O", "O", "C", "C", "H", "H", "H", "H", "H", "H", "H", "H", "H", "H", "H", "H", "H", "H", "H", "H", "H", "C", "C", "O", "C", "C", "H", "H", "H", "H", "H", "H", "H", "H", "H", "H"], "xyz": [[-4.1934, 4.7124, 0.2175], [-3.0201, 3.7716, 0.6800], [-1.7482, 4.3321, 0.2819], [-0.6856, 3.0392, 0.0424], [0.7074, 3.6297, 0.1174], [-1.1035, 2.3441, -1.6192], [0.0716, 1.5828, -2.3106], [-0.1263, 0.0522, -2.4186], [-1.7643, -0.4459, -3.0392], [-2.2637, 0.5846, -3.9992], [-1.6060, -1.8057, -3.6373], [-2.6614, -0.5343, -1.5947], [-4.2211, -1.0680, -1.8756], [-4.6141, -1.2177, -3.2938], [-4.5212, -2.2871, -1.0680], [-1.0100, 1.9915, 1.2933], [-0.4694, 0.6740, 1.0620], [1.0900, 0.6272, 1.1121], [-3.8053, 5.5726, -0.3584], [-4.7618, 5.0407, 1.1002], [-4.8291, 4.1512, -0.4906], [-3.0357, 3.6147, 1.7739], [-3.2295, 2.7883, 0.2105], [-1.3507, 3.2106, -2.2623], [-2.0400, 1.7637, -1.5218], [0.3327, 2.0407, -3.2777], [0.9719, 1.7380, -1.6768], [0.0596, -0.5036, -1.4837], [0.6053, -0.3374, -3.1507], [-5.0289, -0.0857, -1.3213], [-0.8528, 0.0009, 1.8469], [-0.8947, 0.3056, 0.1091], [1.5471, 0.3505, 0.1475], [1.5240, 1.5708, 1.4829], [1.3773, -0.1600, 1.8347], [5.1939, -3.0298, 2.8551], [3.7379, -2.5956, 2.8310], [3.2653, -2.2583, 1.5400], [3.3132, -3.2863, 0.5643], [2.4968, -4.5137, 0.9292], [5.8320, -2.2453, 2.4429], [5.5102, -3.2382, 3.8789], [5.3607, -3.9321, 2.2650], [3.6262, -1.6963, 3.4388], [3.0951, -3.3580, 3.2837], [4.3531, -3.5562, 0.3498], [2.9114, -2.8520, -0.3524], [2.8618, -4.9930, 1.8394], [2.5391, -5.2486, 0.1239], [1.4535, -4.2408, 1.0974]], "nbo_charge": [-0.64, -0.09, -0.78, 2.32, -1.11, -0.84, -0.41, -0.65, 2.19, -0.96, -0.96, -1.22, 2.08, -0.95, -0.97, -0.80, -0.10, -0.66, 0.22, 0.21, 0.21, 0.18, 0.18, 0.27, 0.29, 0.23, 0.23, 0.24, 0.25, -0.05, 0.20, 0.21, 0.21, 0.25, 0.22, -0.64, -0.06, -0.53, -0.06, -0.65, 0.21, 0.21, 0.20, 0.19, 0.16, 0.15, 0.19, 0.20, 0.22, 0.22], "largest_force_ha_per_bohr": 0.0679, "homo_lumo_gap_ev": 8.320, "homo_ev": -5.83, "mol_weight_g_mol": 396.4, "charge": -1}

{"formula": "C16H18NO4P", "method": "ωB97M-V/def2-TZVPD", "elements": ["C", "C", "H", "H", "O", "C", "O", "C", "C", "C", "C", "C", "C", "H", "H", "N", "P", "O", "O", "C", "C", "C", "C", "C", "C", "H", "H", "H", "H", "H", "C", "H", "H", "H", "H", "H", "H", "H", "H", "H"], "xyz": [[7.2926, 0.1108, -0.3684], [6.2672, -0.8303, -0.0548], [6.3964, -1.0879, 0.9504], [6.1219, -1.7290, -0.7357], [4.9083, -0.2842, -0.2989], [3.7348, -0.8471, 0.3312], [3.7389, -2.0146, 0.8812], [2.5385, 0.0681, 0.0363], [2.5041, 1.3408, -0.5141], [1.4212, 1.9821, -0.5312], [0.1253, 1.6925, -0.0241], [0.0840, 0.3249, 0.4426], [1.3849, -0.6658, 0.5267], [1.3975, -1.3784, 1.1233], [-0.7432, -0.1961, 0.8011], [-1.0604, 2.1815, -0.0357], [-2.4981, 1.4670, 0.2517], [-2.7722, 1.1089, 1.6498], [-2.6637, 0.6008, -0.9971], [-3.0322, -0.7799, -0.4801], [-4.1432, -1.1888, 0.0822], [-4.4368, -2.4244, 0.6179], [-3.4642, -3.3771, 0.0371], [-2.4311, -3.0770, -0.6178], [-2.1351, -1.6246, -1.3218], [-1.1961, -1.4694, -1.6775], [-1.6795, -4.0646, -1.1665], [-3.5968, -4.3695, 0.1794], [-5.2462, -2.8346, 1.1806], [-4.7187, -0.4526, 0.6178], [-3.5766, 3.1090, -0.4326], [-4.6519, 2.7101, -0.2948], [-3.3035, 3.9387, 0.1910], [-3.4903, 3.0326, -1.4709], [-0.9564, 2.9993, -0.6927], [1.4233, 3.2116, -0.9399], [3.5073, 1.7391, -0.9620], [8.1886, -0.3949, -0.1215], [7.2489, 1.0179, 0.2232], [6.9807, 0.5851, -1.3778]], "nbo_charge": [-0.64, -0.06, 0.19, 0.19, -0.57, 0.79, -0.61, -0.18, -0.22, -0.20, 0.19, -0.28, -0.06, 0.19, 0.20, -0.96, 2.29, -1.04, -0.80, 0.24, -0.31, -0.12, -0.30, -0.15, -0.15, 0.23, 0.21, 0.22, 0.24, 0.25, -0.94, 0.23, 0.23, 0.22, 0.42, 0.17, 0.26, 0.23, 0.22, 0.22], "largest_force_ha_per_bohr": 0.3113, "de_lowest_kj_mol": 0.0, "homo_lumo_gap_ev": 8.041, "homo_ev": -8.36, "mol_weight_g_mol": 319.3}

{"formula": "C13H7BeF3I2N2O4S", "method": "ωB97M-V/def2-TZVPD", "elements": ["Be", "F", "C", "F", "F", "C", "C", "C", "C", "N", "C", "S", "H", "H", "H", "O", "C", "O", "C", "C", "C", "C", "C", "C", "N", "O", "O", "H", "H", "H", "H", "I", "I"], "xyz": [[0.1529, 0.1344, -0.2790], [1.0382, -0.2075, -5.1301], [0.9765, -1.4650, -4.6675], [-0.2939, -1.8772, -4.7729], [1.7180, -2.2357, -5.4895], [1.4815, -1.5568, -3.2542], [2.5387, -2.3808, -2.9381], [3.0108, -2.4631, -1.6241], [2.4015, -1.6938, -0.6691], [1.3763, -0.8820, -0.9692], [0.8726, -0.8034, -2.2300], [-0.5010, 0.2255, -2.2981], [3.0045, -2.9666, -3.7192], [3.8377, -3.1085, -1.3656], [2.7339, -1.6854, 0.3626], [0.4616, 2.8226, 2.1763], [-0.2108, 2.2772, 1.3391], [0.1259, 1.1435, 0.7710], [-1.5459, 2.8394, 0.9247], [-1.8252, 4.1695, 1.2146], [-3.0352, 4.7339, 0.8418], [-3.9912, 3.9747, 0.1892], [-3.7086, 2.6468, -0.0736], [-2.5009, 2.0695, 0.2770], [-4.7252, 1.8202, -0.7566], [-4.5301, 0.6216, -0.8297], [-5.7148, 2.3860, -1.1855], [-1.0775, 4.7532, 1.7365], [-3.2384, 5.7725, 1.0673], [-4.9400, 4.3909, -0.1169], [-2.3352, 1.0261, 0.0459], [-1.0627, -2.1054, 0.8364], [-2.9719, -1.4079, 2.5415]], "nbo_charge": [1.57, -0.31, 0.98, -0.31, -0.32, -0.23, -0.08, -0.30, 0.08, -0.74, 0.11, -0.33, 0.24, 0.24, 0.22, -0.58, 0.80, -1.04, -0.16, -0.13, -0.21, -0.20, 0.08, -0.19, 0.52, -0.37, -0.37, 0.24, 0.22, 0.25, 0.24, 0.02, 0.06], "largest_force_ha_per_bohr": 0.0123, "de_lowest_kj_mol": 50.4, "homo_lumo_gap_ev": 6.689, "homo_ev": -8.94, "mol_weight_g_mol": 607.1}

{"formula": "C24H24N2O4S", "method": "ωB97M-V/def2-TZVPD", "elements": ["C", "H", "H", "O", "C", "C", "C", "C", "C", "C", "H", "H", "C", "O", "N", "H", "C", "C", "C", "C", "C", "C", "C", "H", "H", "H", "H", "H", "H", "H", "H", "S", "O", "O", "N", "C", "C", "C", "C", "C", "C", "C", "C", "C", "H", "H", "H", "H", "H", "H", "H", "H", "H", "H", "H"], "xyz": [[-2.7297, -1.5588, -3.9912], [-2.6839, -2.4929, -3.4211], [-3.7611, -1.3581, -4.2749], [-2.3357, -0.4513, -3.2084], [-1.0497, -0.3512, -2.8150], [-0.6604, 0.8546, -2.2290], [0.6320, 1.0471, -1.7943], [1.5546, 0.0097, -1.8509], [1.1736, -1.1961, -2.4252], [-0.1002, -1.3666, -2.9368], [-0.3576, -2.3030, -3.4056], [1.8846, -2.0060, -2.5000], [2.9061, 0.2188, -1.2419], [3.6041, 1.1821, -1.4694], [3.2629, -0.7877, -0.4037], [2.5571, -1.4561, -0.1348], [4.4154, -0.6747, 0.4737], [3.9886, -0.1790, 1.8317], [3.8559, 1.1850, 2.0601], [3.4020, 1.6476, 3.2830], [3.0721, 0.7514, 4.2865], [3.1981, -0.6089, 4.0634], [3.6517, -1.0718, 2.8403], [3.7506, -2.1352, 2.6697], [2.9423, -1.3112, 4.8436], [2.7154, 1.1126, 5.2395], [3.3022, 2.7095, 3.4527], [4.1034, 1.8795, 1.2712], [4.8978, -1.6534, 0.5470], [5.0957, 0.0365, 0.0007], [0.9170, 2.0100, -1.4040], [-1.8769, 2.1307, -1.8729], [-2.8213, 2.2935, -2.9344], [-1.1637, 3.2964, -1.4469], [-2.7070, 1.4784, -0.5538], [-1.9606, 0.8502, 0.4423], [-0.7350, 1.3944, 0.8259], [0.0647, 0.7553, 1.7525], [-0.3556, -0.4300, 2.3322], [-1.5969, -0.9412, 2.0006], [-2.4137, -0.3186, 1.0668], [-3.7775, -0.8775, 0.7656], [-4.2627, -0.4268, -0.6066], [-4.0864, 1.0831, -0.7295], [-4.3842, 1.4372, -1.7163], [-4.6912, 1.5936, 0.0295], [-3.6785, -0.9141, -1.3855], [-5.3127, -0.6855, -0.7483], [-4.4753, -0.5245, 1.5324], [-3.7537, -1.9680, 0.8266], [-1.9484, -1.8487, 2.4721], [0.2710, -0.9362, 3.0510], [1.0147, 1.1864, 2.0290], [-0.4374, 2.3376, 0.4025], [-2.1166, -1.6484, -4.8917]], "nbo_charge": [-0.26, 0.18, 0.21, -0.49, 0.33, -0.32, -0.13, -0.17, -0.14, -0.31, 0.23, 0.22, 0.67, -0.61, -0.61, 0.40, -0.25, -0.04, -0.17, -0.21, -0.22, -0.21, -0.22, 0.21, 0.21, 0.22, 0.22, 0.22, 0.20, 0.24, 0.26, 2.33, -0.92, -0.93, -0.67, 0.11, -0.24, -0.21, -0.22, -0.23, 0.03, -0.44, -0.41, -0.22, 0.25, 0.19, 0.21, 0.21, 0.21, 0.22, 0.21, 0.21, 0.22, 0.24, 0.19], "largest_force_ha_per_bohr": 0.0232, "de_lowest_kj_mol": 160.6, "smiles": "COc1ccc(C(=O)NCc2ccccc2)cc1S(=O)(=O)N1CCCc2ccccc21", "homo_lumo_gap_ev": 8.816, "homo_ev": -8.34, "mol_weight_g_mol": 436.5}

For the records above, the corresponding DFT total energy values read -6760.604, -5303.621, -60675.710, -35843.678, -60357.385, -47283.152 eV.